1.
{
  "formula": "C32H28FeO5P",
  "method": "the ωB97M-V functional and the def2-TZVPD basis",
  "spin_multiplicity": 5,
  "charge": 1,
  "s2": 6.06,
  "e_tot_ev": -87539.54819,
  "elements": ["Fe", "P", "O", "O", "O", "O", "O", "C", "C", "C", "C", "C", "C", "C", "C", "C", "C", "C", "C", "C", "C", "C", "C", "C", "C", "C", "C", "C", "C", "C", "C", "C", "C", "C", "C", "C", "C", "C", "C", "H", "H", "H", "H", "H", "H", "H", "H", "H", "H", "H", "H", "H", "H", "H", "H", "H", "H", "H", "H", "H", "H", "H", "H", "H", "H", "H", "H"],
  "xyz": [[0.9563, -3.4872, -5.2594], [-0.9568, 1.0948, 1.5209], [1.2576, -5.1052, -7.6500], [1.9581, 1.6028, 1.9208], [2.6396, 1.0296, -0.1311], [-0.6337, -5.7584, -4.4048], [-1.4783, -2.4542, -6.4330], [-3.0337, 4.5236, 2.3499], [-0.1490, -1.2329, 2.8006], [1.6220, -1.9326, -3.9444], [-0.5105, 0.1147, 2.9674], [-3.0942, -0.7249, 1.3024], [-2.0154, 5.4451, 2.6134], [0.3153, -1.4031, 5.1724], [0.3105, 0.8970, 0.2550], [-4.1038, -1.3600, 0.5754], [1.7508, -1.6761, -0.7857], [3.9736, 1.2768, 0.3890], [-1.3746, 2.7918, 1.9576], [-2.7859, 0.8466, -0.5304], [0.2823, -1.9802, 3.8985], [4.8906, 0.9616, -0.7561], [-0.6782, 5.0363, 2.5710], [1.6842, 1.2133, 0.7878], [0.2900, -0.4598, -2.3536], [-3.7843, 0.1947, -1.2554], [2.5206, -2.5495, -3.0322], [-4.4370, -0.9147, -0.7075], [-0.3587, 3.7163, 2.2563], [-0.4470, -2.7013, -5.9503], [-0.0818, -0.0730, 5.3458], [-2.4033, 0.3566, 0.7304], [0.8065, -0.7253, -1.0935], [0.0388, -4.8250, -4.5734], [2.4982, -2.4887, -1.6506], [-0.4985, 0.6873, 4.2513], [-2.7216, 3.2034, 2.0273], [1.3269, -4.4226, -6.7130], [0.6049, -1.0155, -3.5927], [4.6935, 1.6344, -1.5978], [4.1544, 0.6247, 1.2511], [-4.0446, 0.5567, -2.2507], [-0.0628, 0.3825, 6.3364], [-2.2983, 1.7302, -0.9496], [1.9247, -1.9602, -5.0386], [4.0425, 2.3284, 0.6900], [0.6804, 3.3874, 2.2460], [3.3168, -3.1606, -3.4830], [-0.0014, -0.6528, -4.4327], [-5.2071, -1.4310, -1.2821], [0.1867, -0.2956, -0.1320], [-2.8363, -1.0665, 2.3064], [0.6507, -1.9903, 6.0284], [-0.8100, 1.7259, 4.3818], [4.7519, -0.0697, -1.1000], [-0.4925, 0.3053, -2.3876], [-4.6216, -2.2140, 1.0132], [0.1226, 5.7453, 2.7798], [0.0963, 1.5693, -0.5871], [-2.2639, 6.4803, 2.8505], [3.1917, -3.1630, -1.1338], [1.9374, -1.8553, 0.2780], [-0.2151, -1.7063, 1.8174], [-3.5182, 2.4845, 1.8257], [0.5912, -3.0152, 3.7490], [-4.0786, 4.8330, 2.3904], [5.9291, 1.0903, -0.4448]],
  "mulliken_charge": [-0.10, 2.22, -0.34, -0.64, -0.20, -0.33, -0.35, -0.75, -0.11, 0.10, 0.02, -0.40, -0.52, -0.54, -0.03, -0.72, 0.34, -0.25, 0.14, -0.31, -1.00, -1.16, -0.76, -0.12, -0.32, -0.78, -0.19, -0.51, -0.15, 0.28, -0.74, 0.08, 0.48, 0.25, -1.08, -0.55, -0.53, 0.32, -1.12, 0.30, 0.32, 0.44, 0.42, 0.53, 0.35, 0.32, 0.42, 0.39, 0.37, 0.42, 0.00, 0.44, 0.42, 0.39, 0.24, 0.24, 0.44, 0.43, 0.96, 0.40, 0.37, 0.41, 0.62, 0.46, 0.42, 0.42, 0.42]
}


2.
{
  "formula": "C32H28I3N3O4PRu",
  "method": "the ωB97M-V functional and the def2-TZVPD basis",
  "spin_multiplicity": 6,
  "e_above_lowest_kj_mol": 11.5,
  "charge": 0,
  "s2": 8.79,
  "e_tot_ev": -82470.00239,
  "elements": ["I", "I", "I", "Ru", "P", "O", "O", "O", "O", "N", "N", "N", "C", "C", "C", "C", "C", "C", "C", "C", "C", "C", "C", "C", "C", "C", "C", "C", "C", "C", "C", "C", "C", "C", "C", "C", "C", "C", "C", "C", "C", "C", "C", "C", "H", "H", "H", "H", "H", "H", "H", "H", "H", "H", "H", "H", "H", "H", "H", "H", "H", "H", "H", "H", "H", "H", "H", "H", "H", "H", "H", "H"],
  "xyz": [[-3.4140, 5.5884, -4.9590], [2.0834, -1.3344, 7.2639], [4.9579, 0.5431, 2.3662], [0.2701, -0.7182, 0.2229], [2.9389, -1.0775, -1.8955], [1.5542, -1.5218, -1.4757], [2.3590, -0.8659, 1.0865], [0.4672, 1.4455, -0.8005], [-1.5275, 0.6958, -0.2510], [-3.9002, 6.1989, 1.3175], [-0.2672, -2.8097, 1.2923], [-1.2216, -2.1038, -1.1706], [-2.6671, 3.9900, 1.8658], [2.1391, -1.1891, 5.1905], [-2.7838, 2.6872, -1.8222], [-3.2770, 3.0325, 2.6702], [1.1643, -1.7739, 4.4546], [4.1948, -2.2030, -1.2791], [-2.5560, 4.2488, -3.6259], [-1.1840, 4.0336, -3.6582], [-3.0360, -3.7549, -2.4470], [-1.9783, -1.6427, -2.1614], [-1.3334, 1.6375, 2.4380], [-0.4141, -3.8517, 0.2879], [-2.6084, 1.8555, 2.9542], [-1.4131, 2.4635, -1.8436], [1.1204, -1.5963, 2.9719], [3.2289, -0.4993, 4.6105], [-2.2489, -4.2392, -1.4145], [-0.7868, 1.4846, -0.9007], [-2.8948, -2.4333, -2.8347], [3.0673, -1.0772, -3.6908], [0.0799, -0.5756, 2.5809], [-1.3427, -3.3808, -0.8086], [-0.7248, 2.6038, 1.6313], [3.3306, -0.4273, 3.2133], [-0.6037, 0.4298, 2.6906], [-3.3583, 3.5833, -2.7083], [3.4306, 0.5570, -1.3657], [0.8624, -2.9382, 2.2121], [2.3757, -0.9492, 2.3736], [-1.3919, 3.7789, 1.3423], [-3.3557, 5.2174, 1.5631], [-0.6184, 3.1442, -2.7599], [-4.2678, 3.2083, 3.0644], [-3.3931, 2.1513, -1.1062], [2.7978, -2.0608, -4.0748], [-3.7560, -4.3984, -2.9349], [-1.1264, -2.6708, 1.8168], [-4.4243, 3.7646, -2.6908], [4.1770, -2.1412, -0.1908], [2.3700, -0.3432, -4.0954], [0.2550, 2.4100, 1.2140], [3.9608, -3.2211, -1.5892], [2.7132, 1.2991, -1.7129], [-2.3296, -5.2635, -1.0771], [-0.5669, 4.5562, -4.3756], [5.1867, -1.9329, -1.6414], [0.4479, 2.9642, -2.7494], [-3.0763, 1.0982, 3.5676], [-3.4857, -2.0094, -3.6336], [1.7327, -3.1563, 1.5915], [-0.7705, -4.8068, 0.6916], [0.3606, -2.3297, 4.9187], [0.7422, -3.7536, 2.9342], [-0.9331, 4.5260, 0.7100], [-1.8474, -0.5970, -2.4090], [4.0770, -0.8271, -4.0153], [0.5783, -4.0206, -0.1411], [4.4256, 0.7666, -1.7611], [3.4523, 0.5840, -0.2769], [3.9827, -0.0525, 5.2399]],
  "mulliken_charge": [0.10, 0.07, -0.01, 0.34, 1.30, -0.50, 0.20, -0.76, -0.99, -0.54, -0.04, 0.65, 0.55, -0.14, -0.29, -0.83, -1.32, -1.20, 0.00, -0.65, -0.33, -0.50, -0.01, -0.80, -0.86, 0.36, 3.66, -0.54, -0.98, 1.16, -0.91, -1.34, -1.76, 0.63, 0.05, -0.15, 0.71, -0.63, -0.49, -1.63, -0.93, -0.60, -0.05, -0.36, 0.49, 0.49, 0.36, 0.40, 0.20, 0.39, 0.19, 0.34, 0.57, 0.34, -0.07, 0.44, 0.40, 0.40, 0.47, 0.50, 0.46, 0.44, 0.34, 0.49, 0.28, 0.49, 0.47, 0.40, 0.32, 0.52, -0.16, 0.38]
}


3.
{
  "formula": "C32H29BBrMgN4O5S",
  "method": "the ωB97M-V functional and the def2-TZVPD basis",
  "spin_multiplicity": 1,
  "e_above_lowest_kj_mol": 50.4,
  "charge": -1,
  "e_tot_ev": -136858.69956,
  "elements": ["Br", "S", "Mg", "O", "O", "O", "O", "O", "N", "N", "N", "N", "C", "C", "C", "C", "C", "C", "C", "C", "C", "C", "C", "C", "C", "C", "C", "C", "C", "C", "C", "C", "C", "C", "C", "C", "C", "C", "C", "C", "C", "C", "C", "C", "B", "H", "H", "H", "H", "H", "H", "H", "H", "H", "H", "H", "H", "H", "H", "H", "H", "H", "H", "H", "H", "H", "H", "H", "H", "H", "H", "H", "H", "H"],
  "xyz": [[0.9766, 2.9388, 2.5593], [-2.6632, -0.1442, -1.3677], [0.6199, 1.8168, -0.8109], [-0.7821, 2.2931, -2.2966], [0.5855, -1.3782, -0.5680], [-3.9938, 1.8404, 3.3896], [-0.1105, -0.5627, 1.4606], [0.9557, 1.0304, -2.7959], [1.3102, 4.1104, -1.1356], [-1.0183, 2.6845, 0.6598], [3.0676, 1.8745, -0.4382], [3.6706, 3.9930, -1.2780], [-1.7668, 2.3911, 2.9258], [-0.8093, 2.6415, 1.9713], [-1.4227, -4.4279, 4.6489], [2.6013, 6.0873, -1.5400], [5.6454, 0.9636, -0.9521], [3.4553, 0.6251, -0.1151], [-2.2665, -0.2806, -3.0718], [-0.5686, -2.7503, 2.4963], [-0.5517, -4.1352, 2.2791], [0.2438, -2.4097, 0.2485], [0.2256, 6.2290, -1.5013], [-2.2711, 2.4509, 0.2451], [-3.3096, 2.1744, 1.1040], [4.7209, 0.1286, -0.3389], [2.4808, 4.7100, -1.3001], [-0.1709, -1.9229, 1.4701], [-2.2043, -5.9339, 2.8443], [0.2052, 4.8756, -1.2606], [0.2769, -3.7629, 0.0044], [-1.1767, 0.3700, -3.6770], [1.4639, 6.8470, -1.6367], [-3.0155, -1.1195, -3.9309], [3.9734, 2.6634, -0.9935], [0.1462, -6.0892, 3.6887], [-0.8670, 0.1975, -5.0273], [-0.1287, -4.6138, 1.0367], [-2.7237, -1.2740, -5.2755], [5.2757, 2.2442, -1.2853], [-3.0476, 2.1378, 2.4639], [-1.0028, -5.1281, 3.3563], [-1.6373, -0.6083, -5.8489], [-0.2841, 1.2776, -2.8994], [0.3170, -0.1490, 0.1435], [2.6877, 0.0078, 0.3316], [4.9610, -0.8874, -0.0607], [-4.2823, 1.9173, 0.7018], [0.0061, 0.7044, -5.4272], [-3.0262, -5.2660, 2.5771], [1.5381, 7.9117, -1.8245], [1.0189, -5.5354, 4.0442], [6.6467, 0.6148, -1.1757], [-4.8071, 1.5899, 2.9360], [0.4507, -6.6651, 2.8127], [-1.7324, -5.1769, 5.3830], [3.5832, 6.5313, -1.6491], [-0.7011, 6.7775, -1.5910], [5.9671, 2.9206, -1.7728], [-0.8957, -2.3157, 3.4316], [-0.1199, -5.6832, 0.8530], [0.5856, -4.1465, -0.9597], [-2.2637, -3.7501, 4.4838], [-3.8468, -1.6545, -3.4889], [4.4676, 4.5340, -1.5635], [-1.3932, -0.7259, -6.8980], [-0.7304, 4.3450, -1.1791], [-3.3408, -1.9282, -5.8833], [-0.1577, -6.7943, 4.4693], [-2.5554, -6.6289, 3.6146], [-2.4067, 2.4160, -0.8309], [-1.9459, -6.5131, 1.9558], [-1.5313, 2.3468, 3.9778], [-0.6005, -3.8516, 5.0811]],
  "mulliken_charge": [-0.16, -0.29, 1.88, -0.74, -0.43, -0.58, -0.14, -0.85, 0.11, 0.10, -0.23, 0.00, -0.64, -0.07, -2.10, -0.90, -0.35, -0.30, 0.03, -1.08, 0.59, 0.99, -1.14, -1.11, -0.74, -1.12, 0.58, 0.78, -1.64, -0.29, -2.05, 0.27, -0.32, -0.64, 0.61, -1.65, -0.37, -0.47, -0.51, -0.84, 1.11, 2.04, -0.59, 0.79, 0.14, 0.43, 0.46, 0.22, 0.36, 0.39, 0.39, 0.38, 0.39, 0.30, 0.32, 0.43, 0.38, 0.43, 0.35, 0.53, 0.34, 0.48, 0.39, 0.37, 0.15, 0.37, 0.33, 0.33, 0.44, 0.44, 0.76, 0.32, 0.45, 0.38]
}